{
  "formula": "C4H14N3",
  "method": "the ωB97M-V functional and the def2-TZVPD basis",
  "elements": ["C", "N", "C", "N", "H", "H", "H", "H", "H", "H", "H", "C", "C", "N", "H", "H", "H", "H", "H", "H", "H"],
  "xyz": [[-1.451, 0.367, -2.256], [-0.987, 1.038, -1.049], [-1.828, 1.320, -0.060], [-1.479, 1.617, 1.187], [-0.937, -0.622, -2.331], [-1.087, 1.009, -3.065], [-2.555, 0.289, -2.228], [0.004, 1.022, -0.813], [-2.908, 1.223, -0.255], [-0.593, 1.332, 1.435], [-2.215, 1.872, 1.899], [0.879, -0.628, 1.484], [1.436, -1.459, 0.378], [2.726, -0.920, -0.144], [0.859, 0.386, 1.065], [-0.174, -0.807, 1.821], [1.435, -0.529, 2.423], [1.606, -2.480, 0.786], [0.692, -1.613, -0.435], [3.257, -0.712, 0.677], [3.321, -1.704, -0.521]],
  "charge": 1,
  "lumo_energy_ev": -3.62,
  "total_energy_ha": -324.8096
}

---

{
  "formula": "C19H21NO5S2",
  "method": "the ωB97M-V functional and the def2-TZVPD basis",
  "elements": ["C", "O", "C", "C", "C", "C", "C", "C", "S", "C", "C", "O", "C", "C", "H", "H", "H", "H", "H", "H", "H", "H", "H", "H", "H", "H", "H", "H", "C", "C", "C", "C", "C", "S", "N", "C", "O", "O", "O", "C", "C", "H", "H", "H", "H", "H", "H", "H"],
  "xyz": [[-0.406, -5.924, -1.090], [-1.023, -5.561, 0.161], [-1.517, -4.304, 0.313], [-2.139, -4.019, 1.558], [-2.707, -2.781, 1.778], [-2.616, -1.768, 0.808], [-3.269, -0.434, 1.023], [-2.552, 0.733, 0.575], [-3.489, 2.170, 0.658], [-2.260, 3.359, 0.053], [-4.628, 2.135, -0.779], [-4.378, -0.335, 1.576], [-1.992, -2.047, -0.410], [-1.455, -3.301, -0.685], [-0.109, -6.963, -0.942], [-1.116, -5.850, -1.926], [0.478, -5.304, -1.297], [-2.165, -4.803, 2.312], [-3.227, -2.582, 2.712], [-1.735, 0.686, -0.143], [-2.727, 4.342, 0.166], [-1.385, 3.272, 0.704], [-2.013, 3.144, -0.991], [-5.143, 3.106, -0.788], [-4.064, 1.985, -1.708], [-5.351, 1.331, -0.608], [-1.946, -1.265, -1.168], [-0.996, -3.506, -1.657], [5.533, 2.961, -2.419], [4.699, 2.370, -1.320], [4.006, 1.178, -1.551], [3.205, 0.616, -0.559], [3.046, 1.285, 0.654], [1.959, 0.593, 1.900], [0.144, 0.854, 1.295], [-0.718, 0.991, 2.164], [-1.419, 1.148, 3.110], [2.107, -0.837, 1.919], [2.097, 1.385, 3.096], [3.781, 2.440, 0.927], [4.591, 2.988, -0.069], [6.005, 3.891, -2.095], [6.321, 2.269, -2.737], [4.922, 3.175, -3.303], [4.096, 0.686, -2.521], [2.694, -0.330, -0.726], [3.717, 2.906, 1.909], [5.144, 3.912, 0.119]],
  "charge": 0,
  "lumo_energy_ev": -0.27,
  "total_energy_ha": -1963.8273
}

---

{
  "formula": "C10H27BrGaO5",
  "method": "the ωB97M-V functional and the def2-TZVPD basis",
  "elements": ["C", "O", "C", "Ga", "Br", "H", "H", "H", "H", "H", "H", "H", "C", "O", "C", "C", "O", "C", "H", "H", "H", "H", "H", "H", "H", "H", "H", "H", "C", "O", "C", "C", "O", "C", "H", "H", "H", "H", "H", "H", "H", "H", "H", "H"],
  "xyz": [[-1.542, -0.528, 2.371], [-1.922, -1.833, 2.009], [-3.274, -1.912, 1.505], [-4.766, -1.459, 2.796], [-5.295, 0.903, 2.298], [-0.943, -0.063, 1.574], [-2.416, 0.109, 2.544], [-0.949, -0.563, 3.289], [-3.395, -2.957, 1.200], [-3.338, -1.302, 0.593], [-6.098, -2.264, 2.458], [-4.299, -1.458, 4.314], [-1.919, 0.366, -1.350], [-1.796, 1.622, -0.711], [-0.461, 1.964, -0.412], [0.131, 2.948, -1.401], [0.244, 2.424, -2.715], [-0.840, 2.772, -3.551], [-2.982, 0.182, -1.488], [-1.407, 0.365, -2.319], [-1.505, -0.437, -0.730], [0.158, 1.062, -0.369], [-0.440, 2.423, 0.582], [1.140, 3.213, -1.069], [-0.473, 3.863, -1.414], [-0.852, 3.851, -3.752], [-1.799, 2.491, -3.111], [-0.700, 2.242, -4.492], [5.070, -0.920, 0.785], [4.403, -2.067, 0.301], [3.149, -2.299, 0.922], [1.986, -1.777, 0.107], [2.022, -0.369, -0.027], [2.455, 0.091, -1.291], [5.968, -0.797, 0.182], [4.449, -0.024, 0.704], [5.362, -1.045, 1.834], [3.128, -1.839, 1.917], [3.034, -3.379, 1.046], [1.053, -2.045, 0.612], [1.986, -2.253, -0.880], [1.748, -0.187, -2.080], [3.449, -0.289, -1.545], [2.479, 1.178, -1.237]],
  "charge": -1,
  "lumo_energy_ev": 2.59,
  "total_energy_ha": -5272.1651
}

---

{
  "formula": "C6H15Cl6N3O6",
  "method": "the ωB97M-V functional and the def2-TZVPD basis",
  "elements": ["C", "N", "O", "O", "H", "H", "H", "C", "N", "O", "O", "H", "H", "H", "C", "N", "O", "O", "H", "H", "H", "C", "Cl", "Cl", "H", "H", "C", "Cl", "Cl", "H", "H", "C", "Cl", "Cl", "H", "H"],
  "xyz": [[2.528, 1.364, -0.742], [2.307, 1.800, -2.155], [2.591, 1.028, -3.060], [1.793, 2.888, -2.333], [3.113, 2.173, -0.303], [2.906, 0.342, -0.780], [1.519, 1.422, -0.333], [0.335, -3.073, -2.131], [1.311, -2.002, -1.974], [1.000, -1.003, -1.373], [2.464, -2.279, -2.243], [-0.617, -2.718, -1.736], [0.735, -3.932, -1.592], [0.262, -3.229, -3.207], [-0.969, 2.802, -1.664], [-0.622, 1.538, -0.957], [0.416, 0.985, -1.214], [-1.482, 1.019, -0.300], [-0.050, 3.306, -1.963], [-1.502, 3.428, -0.948], [-1.600, 2.551, -2.517], [-0.380, 0.278, 3.623], [0.761, -0.102, 5.010], [0.307, 1.551, 2.562], [-0.470, -0.642, 3.045], [-1.381, 0.529, 3.972], [0.098, -0.395, 0.486], [-1.362, -0.515, 1.548], [1.217, -1.798, 0.809], [-0.212, -0.297, -0.554], [0.683, 0.504, 0.680], [-3.008, -1.575, 2.481], [-4.017, -0.630, 3.538], [-3.552, -1.494, 0.820], [-1.998, -1.219, 2.686], [-3.122, -2.604, 2.820]],
  "charge": 0,
  "lumo_energy_ev": -0.80,
  "total_energy_ha": -3613.7366
}

---

{
  "formula": "C6H14SSi",
  "method": "the ωB97M-V functional and the def2-TZVPD basis",
  "elements": ["C", "C", "C", "C", "C", "C", "Si", "S", "H", "H", "H", "H", "H", "H", "H", "H", "H", "H", "H", "H", "H", "H"],
  "xyz": [[-3.424, -0.322, -0.740], [-2.195, -0.878, -0.685], [0.278, 0.948, 1.509], [1.980, 2.060, -0.768], [1.796, -2.411, 0.631], [-1.096, -0.602, -1.546], [1.042, 0.589, -0.202], [2.595, -0.860, 0.008], [-4.373, -0.523, -0.156], [-3.685, 0.256, -1.562], [-2.014, -1.655, 0.081], [-0.410, 1.915, 1.478], [-0.393, 0.195, 1.854], [1.147, 1.019, 2.176], [2.343, 1.902, -1.795], [1.277, 2.932, -0.808], [2.856, 2.387, -0.191], [2.344, -2.581, 1.441], [1.881, -3.050, -0.264], [0.792, -2.188, 0.919], [-1.204, 0.175, -2.396], [-0.518, -1.388, -1.785]],
  "charge": 0,
  "lumo_energy_ev": -0.04,
  "total_energy_ha": -924.5920
}

---

{
  "formula": "C28H78AlN17O13P4",
  "method": "the ωB97M-V functional and the def2-TZVPD basis",
  "elements": ["Al", "N", "O", "O", "O", "N", "O", "O", "O", "N", "O", "O", "O", "O", "P", "N", "C", "C", "N", "C", "C", "N", "C", "C", "H", "H", "H", "H", "H", "H", "H", "H", "H", "H", "H", "H", "H", "H", "H", "H", "H", "H", "O", "P", "N", "C", "C", "N", "C", "C", "N", "C", "C", "H", "H", "H", "H", "H", "H", "H", "H", "H", "H", "H", "H", "H", "H", "H", "H", "H", "H", "O", "P", "N", "C", "C", "N", "C", "C", "N", "C", "C", "H", "H", "H", "H", "H", "H", "H", "H", "H", "H", "H", "H", "H", "H", "H", "H", "H", "H", "O", "P", "N", "C", "C", "N", "C", "C", "N", "C", "C", "H", "H", "H", "H", "H", "H", "H", "H", "H", "H", "H", "H", "H", "H", "H", "H", "H", "H", "C", "C", "N", "H", "H", "H", "C", "C", "N", "H", "H", "H"],
  "xyz": [[0.244, 0.713, 0.303], [-1.340, 1.700, 3.280], [-0.559, 0.753, 3.181], [-1.540, 2.329, 2.232], [-1.745, 2.018, 4.364], [0.373, -1.807, -2.154], [0.518, -2.665, -2.975], [-0.673, -1.247, -2.037], [1.259, -1.390, -1.433], [3.014, 2.270, 1.878], [3.985, 2.679, 2.469], [1.938, 2.651, 2.204], [3.074, 1.425, 1.018], [-1.847, -1.253, 1.101], [-2.969, -2.065, 1.675], [-4.216, -1.031, 2.179], [-4.513, 0.233, 1.477], [-5.148, -1.423, 3.238], [-2.450, -2.980, 3.037], [-2.758, -4.438, 3.244], [-2.028, -2.308, 4.312], [-3.819, -3.091, 0.577], [-3.492, -3.142, -0.856], [-5.112, -3.744, 0.892], [-5.588, 0.384, 1.381], [-4.264, 0.182, 0.417], [-3.913, 1.063, 1.851], [-4.929, -2.413, 3.638], [-6.141, -1.420, 2.788], [-4.978, -0.718, 4.052], [-1.944, -4.799, 3.873], [-3.625, -4.547, 3.895], [-2.781, -4.951, 2.282], [-2.932, -1.886, 4.750], [-1.439, -2.899, 5.014], [-1.386, -1.465, 4.056], [-2.423, -2.980, -0.996], [-3.701, -4.184, -1.101], [-4.114, -2.444, -1.417], [-5.207, -4.128, 1.908], [-5.309, -4.601, 0.247], [-5.997, -3.126, 0.737], [-2.317, 1.621, -0.964], [-3.366, 2.332, -1.701], [-3.837, 3.724, -0.878], [-4.793, 3.723, 0.219], [-2.833, 4.872, -0.865], [-4.776, 1.418, -2.015], [-6.021, 2.021, -2.665], [-4.685, 0.031, -2.352], [-2.833, 2.831, -3.222], [-1.876, 2.030, -3.964], [-3.465, 3.854, -4.080], [-5.378, 4.643, 0.204], [-4.314, 3.601, 1.190], [-5.590, 2.980, 0.212], [-2.475, 5.034, 0.152], [-3.499, 5.727, -0.978], [-2.079, 4.890, -1.652], [-5.799, 2.238, -3.710], [-6.886, 1.366, -2.555], [-6.385, 2.920, -2.168], [-3.693, -0.334, -2.090], [-5.366, -0.628, -1.814], [-4.723, -0.206, -3.415], [-2.261, 1.577, -4.878], [-0.950, 2.598, -4.060], [-1.596, 1.236, -3.272], [-2.751, 4.636, -4.339], [-4.286, 4.359, -3.572], [-3.872, 3.293, -4.921], [1.864, 1.553, -2.014], [3.066, 1.507, -2.879], [3.720, 3.032, -3.354], [3.153, 4.315, -2.892], [4.745, 3.157, -4.379], [2.671, 0.696, -4.312], [1.307, 0.845, -4.949], [3.717, 0.302, -5.277], [4.423, 0.572, -2.348], [4.300, -0.919, -2.268], [5.386, 1.078, -1.481], [2.656, 4.827, -3.716], [3.892, 4.990, -2.460], [2.420, 4.014, -2.143], [5.505, 2.385, -4.502], [5.425, 3.988, -4.193], [4.445, 3.422, -5.392], [1.313, 1.706, -5.618], [1.168, -0.005, -5.617], [0.555, 0.918, -4.163], [4.565, -0.205, -4.816], [3.360, -0.575, -5.818], [4.024, 1.194, -5.822], [5.171, -1.402, -2.712], [4.236, -1.277, -1.241], [3.481, -1.430, -2.774], [6.297, 0.480, -1.454], [4.986, 0.905, -0.482], [5.662, 2.130, -1.548], [1.728, -1.335, 1.834], [2.450, -2.638, 1.873], [4.182, -2.607, 1.722], [5.012, -3.823, 1.751], [4.916, -1.356, 1.734], [1.919, -3.690, 0.726], [0.491, -4.177, 0.785], [2.712, -4.067, -0.532], [2.167, -3.554, 3.328], [1.730, -2.828, 4.524], [2.420, -5.013, 3.487], [4.756, -4.609, 1.040], [4.950, -4.298, 2.730], [6.018, -3.524, 1.458], [5.828, -1.495, 2.316], [4.382, -0.597, 2.306], [5.276, -1.007, 0.766], [0.254, -4.684, -0.150], [0.370, -4.911, 1.581], [-0.223, -3.364, 0.914], [2.187, -3.743, -1.431], [3.662, -3.533, -0.491], [2.844, -5.146, -0.459], [2.554, -2.549, 5.180], [1.409, -1.819, 4.266], [0.947, -3.349, 5.076], [3.185, -5.184, 4.245], [2.787, -5.525, 2.597], [1.456, -5.463, 3.725], [0.949, 5.896, 0.816], [0.515, 4.751, 0.040], [0.244, 3.792, -0.568], [0.994, 6.789, 0.192], [1.967, 5.739, 1.174], [0.157, 6.095, 1.538], [3.154, 1.257, 5.199], [2.967, 0.923, 6.626], [2.781, 0.647, 7.690], [3.162, 2.337, 5.057], [2.273, 0.880, 4.679], [4.136, 0.934, 4.852]],
  "charge": 0,
  "lumo_energy_ev": -4.93,
  "total_energy_ha": -4630.0232
}

---

{
  "formula": "C27H39FN8O7PtSi",
  "method": "the ωB97M-V functional and the def2-TZVPD basis",
  "elements": ["Pt", "C", "C", "N", "C", "C", "C", "O", "O", "C", "O", "C", "C", "C", "F", "C", "C", "C", "N", "C", "C", "N", "C", "C", "H", "H", "H", "H", "H", "H", "H", "H", "H", "H", "H", "H", "H", "H", "H", "H", "H", "H", "C", "C", "C", "C", "C", "C", "N", "N", "Si", "C", "C", "C", "H", "H", "H", "H", "H", "H", "H", "H", "H", "H", "H", "H", "H", "H", "H", "O", "N", "O", "O", "C", "N", "C", "N", "O", "H", "H", "H", "H", "H", "H"],
  "xyz": [[-2.369, 0.196, -0.369], [3.761, -1.331, 4.197], [3.280, 0.044, 3.766], [2.356, -0.024, 2.620], [1.040, -0.027, 2.863], [0.060, -0.107, 1.910], [-1.348, -0.009, 2.437], [-1.524, 0.112, 3.626], [-2.346, -0.148, 1.599], [0.438, -0.183, 0.556], [-0.348, -0.246, -0.448], [1.862, -0.206, 0.283], [2.321, -0.273, -1.039], [3.653, -0.256, -1.311], [4.039, -0.269, -2.603], [4.630, -0.194, -0.295], [4.174, -0.145, 1.010], [2.805, -0.124, 1.316], [6.013, -0.197, -0.554], [6.553, -0.538, -1.870], [8.075, -0.685, -1.751], [8.399, -1.128, -0.353], [8.116, -0.022, 0.638], [6.879, 0.737, 0.151], [4.433, -1.239, 5.049], [4.290, -1.843, 3.393], [2.919, -1.955, 4.498], [4.105, 0.703, 3.501], [2.740, 0.540, 4.569], [0.731, 0.065, 3.897], [1.609, -0.309, -1.852], [4.895, -0.155, 1.814], [6.347, 0.213, -2.637], [6.118, -1.480, -2.200], [8.604, 0.253, -1.902], [8.462, -1.419, -2.453], [9.369, -1.436, -0.279], [7.807, -1.928, -0.123], [8.998, 0.614, 0.687], [7.961, -0.497, 1.604], [7.171, 1.563, -0.507], [6.372, 1.185, 0.999], [-0.967, 0.142, -3.675], [-2.429, 0.403, -3.522], [-3.296, 0.654, -4.563], [-4.647, 0.898, -4.293], [-5.143, 0.908, -3.006], [-4.228, 0.660, -1.985], [-2.940, 0.393, -2.283], [-4.338, 0.612, -0.618], [-5.371, 1.646, 0.451], [-6.256, 2.873, -0.630], [-4.332, 2.488, 1.736], [-6.574, 0.483, 1.277], [-0.687, 0.140, -4.725], [-0.707, -0.820, -3.229], [-0.399, 0.917, -3.156], [-2.924, 0.658, -5.576], [-5.321, 1.088, -5.119], [-6.181, 1.104, -2.792], [-5.557, 3.438, -1.250], [-6.770, 3.588, 0.018], [-7.014, 2.426, -1.272], [-3.812, 3.357, 1.334], [-3.610, 1.810, 2.191], [-4.990, 2.840, 2.535], [-7.212, -0.045, 0.564], [-7.232, 1.055, 1.935], [-6.058, -0.246, 1.909], [-1.469, 4.117, -0.051], [-1.395, 2.950, 0.207], [-0.653, 2.423, 1.007], [-2.240, 2.179, -0.494], [-5.763, -3.007, 0.655], [-4.671, -2.149, 0.224], [-3.469, -2.584, -0.111], [-3.198, -3.898, -0.087], [-2.522, -1.819, -0.498], [-6.680, -2.425, 0.637], [-5.609, -3.369, 1.672], [-5.888, -3.850, -0.025], [-4.824, -1.154, 0.095], [-3.827, -4.559, 0.331], [-2.247, -4.176, -0.252]],
  "charge": 2,
  "lumo_energy_ev": -5.01,
  "total_energy_ha": -2525.1797
}

---

{
  "formula": "C18H32AsGaN5O",
  "method": "the ωB97M-V functional and the def2-TZVPD basis",
  "elements": ["Ga", "C", "C", "N", "C", "C", "N", "C", "C", "N", "C", "C", "N", "C", "C", "C", "C", "C", "C", "C", "N", "H", "H", "H", "H", "H", "H", "H", "H", "H", "H", "H", "H", "H", "H", "H", "H", "H", "H", "H", "H", "H", "H", "H", "C", "As", "C", "C", "O", "H", "H", "H", "H", "H", "H", "H", "H", "H"],
  "xyz": [[0.388, 0.290, 0.363], [-2.894, 1.151, 3.187], [-1.977, 0.904, 2.048], [-0.814, 0.302, 2.096], [-0.441, -0.536, 3.212], [1.093, -0.720, 3.430], [1.697, -0.741, 2.092], [3.135, -0.404, 2.104], [3.264, 1.070, 1.585], [2.388, 1.234, 0.393], [3.103, 0.801, -0.893], [2.200, 1.052, -2.076], [0.823, 0.865, -1.665], [-0.197, 1.386, -2.321], [-0.197, 1.771, -3.769], [-1.344, 1.719, -1.440], [-2.509, 2.399, -1.832], [-3.334, 2.814, -0.838], [-3.207, 2.515, 0.488], [-2.141, 1.628, 0.776], [-1.198, 1.275, -0.125], [-3.883, 0.807, 2.933], [-3.066, 2.261, 3.327], [-2.572, 0.779, 4.153], [-1.019, -1.502, 3.142], [-0.733, 0.005, 4.142], [1.343, -1.618, 3.998], [1.527, 0.118, 4.054], [1.605, -1.674, 1.643], [3.661, -1.086, 1.421], [3.609, -0.653, 3.095], [4.297, 1.272, 1.302], [2.881, 1.816, 2.347], [2.160, 2.218, 0.400], [3.368, -0.292, -0.793], [4.041, 1.378, -1.082], [2.386, 0.349, -2.851], [2.351, 2.047, -2.555], [-1.139, 1.386, -4.178], [0.668, 1.306, -4.297], [-0.211, 2.854, -3.971], [-2.641, 2.649, -2.883], [-4.245, 3.356, -1.128], [-3.892, 2.915, 1.245], [-0.428, -4.473, -0.435], [-0.491, -2.706, -1.099], [0.596, -2.784, -2.745], [-2.160, -1.888, -1.446], [0.373, -1.562, -0.076], [0.262, -5.133, -0.939], [-1.397, -5.000, -0.420], [-0.074, -4.336, 0.590], [0.545, -3.690, -3.368], [1.645, -2.610, -2.447], [0.296, -2.002, -3.422], [-2.661, -2.490, -2.206], [-2.134, -0.841, -1.775], [-2.705, -1.949, -0.490]],
  "charge": 3,
  "lumo_energy_ev": -10.47,
  "total_energy_ha": -5213.7666
}